Arrangement a

{
  "formula": "CH3O4P",
  "method": "the ωB97M-V functional and the def2-TZVPD basis",
  "total_charge": 0,
  "smiles": "O=COP(O)O",
  "homo_ev": -9.641,
  "multiplicity": 1,
  "gap_ev": 10.3392,
  "species": ["O", "C", "O", "P", "O", "O", "H", "H", "H"],
  "positions_angstrom": [[-0.914, -1.761, 0.087], [-0.011, -1.386, 0.773], [0.519, -0.175, 0.763], [-0.614, 0.869, -0.088], [0.245, 2.178, -0.083], [-0.078, 0.369, -1.507], [0.696, -2.237, 1.269], [0.356, 2.646, 0.759], [-0.200, -0.502, -1.973]],
  "lowdin_charge": [-0.002, -0.489, -0.199, 0.780, -0.222, -0.242, 0.177, 0.083, 0.114]
}

Arrangement b

{
  "formula": "CH3O4P",
  "method": "the ωB97M-V functional and the def2-TZVPD basis",
  "total_charge": 0,
  "homo_ev": -11.174,
  "multiplicity": 1,
  "gap_ev": 11.2970,
  "species": ["C", "O", "O", "O", "O", "P", "H", "H", "H"],
  "positions_angstrom": [[0.128, -0.432, 0.913], [-0.124, 1.994, -1.105], [1.065, -0.216, 0.203], [0.331, -0.816, 2.161], [-1.118, -0.271, -1.547], [0.005, 0.647, -1.484], [-0.852, -0.344, 0.627], [1.044, 0.537, -2.333], [-0.480, -1.100, 2.565]],
  "lowdin_charge": [-0.350, -0.286, 0.054, 0.165, -0.319, 0.475, 0.104, 0.036, 0.119]
}

The energy of each structure relative to the most stable one, in kJ/mol, is as follows: arrangement a 0.0; arrangement b 66.4.

Arrangement a

{
  "formula": "C4H10NOP",
  "method": "the ωB97M-V functional and the def2-TZVPD basis",
  "total_charge": 0,
  "smiles": "C/P=N/CO.C=C",
  "homo_ev": -9.088,
  "multiplicity": 1,
  "gap_ev": 8.9539,
  "species": ["C", "P", "N", "C", "O", "H", "H", "H", "H", "H", "H", "C", "C", "H", "H", "H", "H"],
  "positions_angstrom": [[-0.602, 0.988, -2.898], [-0.268, -0.598, -1.858], [0.757, 0.056, -0.886], [1.494, -0.801, -0.030], [0.978, -2.100, 0.059], [-1.105, 1.623, -2.226], [-1.176, 0.772, -3.782], [0.272, 1.587, -3.144], [2.593, -0.818, -0.448], [1.476, -0.245, 0.899], [0.108, -2.048, 0.498], [-0.230, 0.180, 2.713], [-1.280, 0.277, 1.928], [0.776, -0.087, 2.313], [-0.327, 0.486, 3.750], [-2.185, 0.675, 2.317], [-1.282, 0.051, 0.794]],
  "lowdin_charge": [-0.322, 0.923, -0.315, -0.467, -0.123, -0.013, 0.000, 0.024, 0.159, 0.054, 0.073, -0.073, -0.079, 0.034, 0.052, 0.031, 0.042]
}

Arrangement b

{
  "formula": "C4H10NOP",
  "method": "the ωB97M-V functional and the def2-TZVPD basis",
  "total_charge": 0,
  "homo_ev": [-8.820, -7.423],
  "multiplicity": 1,
  "gap_ev": [8.6202, 6.8216],
  "species": ["C", "C", "C", "C", "N", "O", "P", "H", "H", "H", "H", "H", "H", "H", "H", "H", "H"],
  "positions_angstrom": [[-0.424, -2.796, -1.522], [1.251, 1.630, 1.147], [1.932, 2.824, 1.892], [-2.249, -1.448, -0.284], [0.737, 1.521, 0.054], [-0.600, -0.162, -2.300], [-0.531, -1.165, -0.957], [0.218, -2.897, -2.410], [-0.174, -3.496, -0.763], [1.289, 0.879, 1.836], [3.004, 2.584, 1.623], [1.772, 3.750, 1.353], [1.665, 2.840, 2.904], [-2.430, -0.817, 0.586], [-3.019, -1.318, -1.013], [-2.257, -2.531, -0.211], [-0.181, 0.602, -1.935]],
  "lowdin_charge": [-0.238, -0.350, -0.049, -0.268, 0.154, -0.305, 0.763, 0.008, -0.011, 0.067, 0.098, 0.062, 0.047, 0.022, 0.029, 0.013, -0.041]
}

The energy of each structure relative to the most stable one, in kJ/mol, is as follows: arrangement a 0.0; arrangement b 142.8.

Arrangement a

{
  "formula": "C3H6BrIO",
  "method": "the ωB97M-V functional and the def2-TZVPD basis",
  "total_charge": 0,
  "homo_ev": [-6.797, -6.801],
  "multiplicity": 1,
  "gap_ev": [6.0155, 6.0258],
  "species": ["C", "C", "C", "O", "Br", "I", "H", "H", "H", "H", "H", "H"],
  "positions_angstrom": [[-0.744, 1.036, -0.849], [-0.943, -0.817, 0.563], [2.658, -1.138, 0.882], [-1.375, -0.188, -0.505], [1.195, -1.843, -0.140], [3.563, 0.556, -0.080], [-1.459, 1.851, -0.718], [-0.454, 0.975, -1.898], [0.139, 1.222, -0.234], [-1.485, -1.720, 0.796], [-0.515, -0.256, 1.389], [3.391, -1.932, 0.974]],
  "lowdin_charge": [-0.058, -0.170, -1.157, -0.162, 0.701, 0.501, 0.101, 0.105, 0.070, 0.088, 0.098, -0.116]
}

Arrangement b

{
  "formula": "C3H6BrIO",
  "method": "the ωB97M-V functional and the def2-TZVPD basis",
  "total_charge": 0,
  "smiles": "O[C@H](Br)CCI",
  "homo_ev": -9.714,
  "multiplicity": 1,
  "gap_ev": 9.8411,
  "species": ["O", "C", "Br", "C", "C", "I", "H", "H", "H", "H", "H", "H"],
  "positions_angstrom": [[1.547, -0.004, 0.996], [1.040, 0.343, -0.181], [2.330, 1.651, -1.122], [-0.371, 0.908, -0.408], [-1.380, -0.250, -0.164], [-3.438, 0.288, 0.250], [1.307, 0.712, 1.645], [1.198, -0.520, -0.892], [-0.458, 1.627, 0.375], [-0.421, 1.449, -1.390], [-1.553, -0.873, -1.096], [-1.152, -0.864, 0.641]],
  "lowdin_charge": [-0.042, -0.773, 0.552, -0.311, -0.634, 0.704, 0.143, 0.110, 0.084, 0.110, 0.056, -0.001]
}

The energy of each structure relative to the most stable one, in kJ/mol, is as follows: arrangement a 419.2; arrangement b 0.0.

Arrangement a

{
  "formula": "C15H40O5",
  "method": "the ωB97M-V functional and the def2-TZVPD basis",
  "total_charge": 0,
  "smiles": "CC(C)O.CC(C)O.CC(C)O.CC(C)O.CC(C)O",
  "homo_ev": -9.646,
  "multiplicity": 1,
  "gap_ev": 10.1810,
  "species": ["C", "C", "C", "O", "H", "H", "H", "H", "H", "H", "H", "H", "C", "C", "C", "O", "H", "H", "H", "H", "H", "H", "H", "H", "C", "C", "C", "O", "H", "H", "H", "H", "H", "H", "H", "H", "C", "C", "C", "O", "H", "H", "H", "H", "H", "H", "H", "H", "C", "C", "C", "O", "H", "H", "H", "H", "H", "H", "H", "H"],
  "positions_angstrom": [[-1.082, 4.349, -2.894], [-0.314, 4.193, -1.598], [0.663, 3.036, -1.633], [0.339, 5.407, -1.237], [-1.621, 5.295, -2.951], [-1.846, 3.567, -2.984], [-0.448, 4.243, -3.778], [-1.011, 3.983, -0.779], [1.500, 3.215, -2.314], [0.243, 2.045, -1.805], [1.108, 2.941, -0.632], [1.289, 5.289, -1.305], [0.872, 3.010, 3.852], [-0.565, 3.146, 3.383], [-1.384, 4.103, 4.223], [-0.536, 3.557, 2.013], [1.382, 2.178, 3.370], [0.868, 2.850, 4.931], [1.409, 3.938, 3.645], [-1.036, 2.148, 3.429], [-1.529, 3.727, 5.234], [-2.364, 4.255, 3.765], [-0.887, 5.076, 4.268], [-1.428, 3.794, 1.748], [1.693, -2.890, -3.615], [0.352, -2.888, -2.943], [-0.702, -2.164, -3.770], [-0.059, -4.234, -2.661], [1.671, -3.504, -4.522], [2.447, -3.351, -2.968], [2.078, -1.911, -3.900], [0.418, -2.390, -1.978], [-1.703, -2.306, -3.364], [-0.742, -2.558, -4.796], [-0.444, -1.111, -3.896], [0.013, -4.753, -3.468], [-1.069, -5.362, 0.878], [0.055, -4.324, 0.852], [0.613, -4.032, 2.251], [1.114, -4.712, -0.012], [-0.671, -6.294, 0.475], [-1.937, -5.061, 0.293], [-1.396, -5.561, 1.900], [-0.357, -3.363, 0.507], [-0.033, -3.296, 2.733], [1.636, -3.667, 2.230], [0.581, -4.920, 2.891], [0.882, -4.432, -0.906], [1.233, -0.567, -0.040], [0.418, 0.265, 0.906], [-1.062, 0.351, 0.573], [0.620, -0.326, 2.215], [0.908, -1.610, 0.021], [2.291, -0.476, 0.191], [1.045, -0.289, -1.081], [0.862, 1.263, 0.958], [-1.678, -0.426, 1.025], [-1.210, 0.197, -0.504], [-1.411, 1.363, 0.777], [-0.073, -0.006, 2.798]],
  "lowdin_charge": [-0.060, -0.500, -0.059, -0.040, 0.078, 0.079, 0.079, 0.119, 0.088, 0.069, 0.076, 0.080, -0.046, -0.507, -0.056, -0.063, 0.067, 0.084, 0.088, 0.125, 0.082, 0.079, 0.089, 0.078, -0.055, -0.494, -0.052, -0.057, 0.086, 0.088, 0.085, 0.103, 0.080, 0.082, 0.078, 0.099, -0.047, -0.493, -0.056, -0.058, 0.082, 0.069, 0.068, 0.112, 0.072, 0.077, 0.072, 0.039, -0.047, -0.476, -0.039, -0.065, 0.061, 0.092, 0.069, 0.109, 0.085, 0.073, 0.061, 0.068]
}

Arrangement b

{
  "formula": "C15H40O5",
  "method": "the ωB97M-V functional and the def2-TZVPD basis",
  "total_charge": 0,
  "homo_ev": -7.506,
  "multiplicity": 1,
  "gap_ev": 8.1046,
  "species": ["C", "C", "C", "O", "H", "H", "H", "H", "H", "H", "H", "H", "C", "C", "C", "O", "H", "H", "H", "H", "H", "H", "H", "H", "C", "C", "C", "O", "H", "H", "H", "H", "H", "H", "H", "H", "C", "C", "C", "O", "H", "H", "H", "H", "H", "H", "H", "H", "C", "C", "C", "O", "H", "H", "H", "H", "H", "H", "H", "H"],
  "positions_angstrom": [[-0.984, 0.833, -0.985], [-1.149, 0.167, 0.334], [-2.238, 0.823, 1.143], [-1.488, -1.165, 0.094], [-1.913, 0.729, -1.545], [-0.198, 0.324, -1.544], [-0.705, 1.887, -0.982], [-0.216, 0.225, 0.896], [-3.154, 0.813, 0.553], [-1.912, 1.829, 1.405], [-2.213, 0.410, 2.152], [-1.941, -1.245, -0.749], [2.262, -2.121, -2.018], [1.339, -0.897, -1.565], [1.654, -0.521, -0.149], [1.347, 0.246, -2.391], [2.077, -2.508, -3.020], [2.017, -3.049, -1.502], [3.331, -1.942, -1.907], [0.314, -1.256, -1.656], [2.704, -0.267, -0.005], [1.462, -1.410, 0.451], [0.974, 0.215, 0.278], [1.178, 0.006, -3.305], [1.952, 3.349, 0.134], [1.142, 3.132, 1.416], [0.311, 1.887, 1.336], [2.021, 2.880, 2.502], [2.795, 2.661, 0.067], [2.421, 4.333, 0.102], [1.381, 3.194, -0.781], [0.536, 4.028, 1.554], [-0.408, 1.818, 0.520], [-0.279, 1.889, 2.252], [0.826, 0.932, 1.229], [2.805, 3.290, 2.130], [-0.938, -2.063, -2.695], [-2.439, -1.873, -2.434], [-3.313, -2.097, -3.681], [-2.934, -2.614, -1.285], [-0.692, -3.083, -2.990], [-0.377, -1.789, -1.801], [-0.567, -1.367, -3.447], [-2.523, -0.807, -2.220], [-3.127, -3.086, -4.099], [-3.081, -1.390, -4.478], [-4.357, -1.917, -3.427], [-2.731, -3.552, -1.286], [-0.364, -0.072, 2.156], [1.027, 0.041, 2.795], [1.096, 0.442, 4.303], [1.792, -1.168, 2.741], [-0.917, -0.675, 2.876], [-0.291, -0.724, 1.286], [-0.885, 0.828, 1.829], [1.666, 0.693, 2.199], [0.453, 1.295, 4.522], [2.074, 0.766, 4.657], [0.716, -0.348, 4.950], [2.663, -0.956, 3.084]],
  "lowdin_charge": [-0.026, -0.650, -0.039, 0.009, 0.088, 0.054, 0.104, -0.045, 0.123, 0.108, 0.105, 0.026, -0.013, -0.467, -0.014, -0.046, 0.065, 0.079, 0.076, -0.006, 0.117, 0.109, 0.036, 0.097, -0.037, -0.397, -0.180, -0.026, 0.083, 0.077, 0.081, 0.142, 0.061, 0.117, 0.026, 0.081, -0.028, -0.440, -0.039, -0.036, 0.109, 0.005, 0.107, 0.105, 0.079, 0.078, 0.081, 0.108, -0.222, -0.406, -0.026, -0.055, 0.151, 0.093, -0.004, 0.100, 0.073, 0.075, 0.079, 0.092]
}

The energy of each structure relative to the most stable one, in kJ/mol, is as follows: arrangement a 0.0; arrangement b 1772.0.

Arrangement a

{
  "formula": "C3H4FP",
  "method": "the ωB97M-V functional and the def2-TZVPD basis",
  "total_charge": 0,
  "homo_ev": [-7.872, -7.284],
  "multiplicity": 1,
  "gap_ev": [7.8698, 6.6827],
  "species": ["C", "C", "C", "F", "P", "H", "H", "H", "H"],
  "positions_angstrom": [[0.782, 0.861, 0.545], [-0.343, 0.300, 0.261], [-1.380, -0.315, -0.387], [2.937, -0.873, 0.481], [2.128, 0.102, -0.624], [1.147, 1.517, 1.356], [-2.288, -0.454, 0.239], [-1.212, -1.347, -0.658], [-1.770, 0.209, -1.213]],
  "lowdin_charge": [-0.390, -0.169, -0.147, -0.479, 0.862, 0.054, 0.098, 0.092, 0.079]
}

Arrangement b

{
  "formula": "C3H4FP",
  "method": "the ωB97M-V functional and the def2-TZVPD basis",
  "total_charge": 0,
  "homo_ev": -10.049,
  "multiplicity": 1,
  "gap_ev": 10.5372,
  "species": ["C", "C", "C", "F", "P", "H", "H", "H", "H"],
  "positions_angstrom": [[-1.190, -0.856, -1.610], [-0.350, -0.018, -0.964], [0.656, -0.062, 0.024], [-1.996, 2.276, -2.105], [-0.784, 0.643, -2.517], [-1.607, -1.862, -1.443], [0.302, 0.473, 0.877], [1.527, 0.656, -0.152], [0.993, -1.036, 0.304]],
  "lowdin_charge": [-0.199, -0.554, -0.107, -0.575, 1.080, 0.080, 0.079, 0.115, 0.080]
}

The energy of each structure relative to the most stable one, in kJ/mol, is as follows: arrangement a 100.8; arrangement b 0.0.